1.
The following is a quantum chemistry calculation of the ion C3H12N5 with charge +1, from OMol25.

## Properties
HOMO, eV: -13.1
Frontier orbital gap, Ha: 0.378
SMILES: NN[N@H+]1CC[C@@H](N)N1
DFT total energy, Eh: -394.90430

The geometry in ORCA input format:
```
! RIJCOSX wB97M-V def2-TZVPD def2/J DEFGRID3
* xyz 1 1
C 1.1888 1.2046 0.2065
C -0.3052 1.3930 -0.3899
C 1.5940 -0.1513 -0.2300
N 0.5235 -0.4525 -1.2820
N 1.6641 -1.2456 0.6222
N -2.5427 -0.2993 0.4902
N -1.2093 -0.7132 0.4707
N -0.6649 0.0021 -0.7737
H 1.9871 1.9676 -0.1608
H 1.2482 1.4006 1.3757
H -1.1787 1.8433 0.2225
H -0.1512 2.0132 -1.2671
H 2.5148 -0.1562 -0.7103
H 0.4298 -1.4417 -1.5094
H 0.9362 -1.3952 1.3087
H 2.4758 -1.7644 0.8362
H -2.6002 0.5629 1.1436
H -3.3730 -0.8621 0.6762
H -1.0945 -1.7561 0.4341
H -1.4425 -0.1496 -1.4634
*
```

Mulliken atomic charge list, values in e, 2 entries: C -0.614; C -0.346

***

2.
The following is a quantum chemistry calculation of a cluster of 2 separate species, C4H10BrPS in total, from OMol25.

## Properties
HOMO, eV: -8.6
Frontier orbital gap, Ha: 0.310
DFT total energy, Eh: -3471.82068

The geometry in ORCA input format:
```
! RIJCOSX wB97M-V def2-TZVPD def2/J DEFGRID3
* xyz 0 1
C -2.0148 1.4023 0.4115
C -0.9795 0.6825 -0.3923
C 0.0944 -0.0044 0.4535
C 0.9807 -0.9978 -0.1979
P 2.6354 -0.8619 0.6080
S 0.5154 -2.7471 -0.3832
Br 3.3627 0.9824 -0.2199
H -2.7595 1.8744 -0.1774
H -2.4981 0.8585 1.1366
H -1.5648 2.2034 1.1264
H -0.5152 1.4668 -0.9976
H -1.4873 0.0868 -1.0238
H -0.4692 -0.7194 1.1935
H 0.6339 0.8484 0.9414
H 1.3072 -0.5715 -2.0098
H 3.4867 -1.7310 -0.2551
H -0.7281 -2.7725 -0.2140
*
```

Mulliken atomic charge list, values in e, 2 entries: C -1.423; C -0.387

***

3.
The following is a quantum chemistry calculation of a cluster of 2 separate species, HNO2S in total, from OMol25.

## Properties
HOMO (alpha / beta), eV: -11.5 / -11.5
Frontier orbital gap (alpha / beta), Ha: 0.341 / 0.349
DFT total energy, Eh: -603.85914

The geometry in ORCA input format:
```
! RIJCOSX wB97M-V def2-TZVPD def2/J DEFGRID3
* xyz 0 1
N -0.1923 0.3271 -0.4972
O -2.0522 0.7750 1.1246
O 1.4970 -0.6331 -0.2921
S -0.7396 0.1355 0.9168
H 1.4870 -0.6045 -1.2520
*
```

Mulliken atomic charge list, values in e, 2 entries: N -0.109; O -0.412

***

4.
The following is a quantum chemistry calculation of a cluster of 8 separate species, C5H27N3O7 in total, from OMol25.

## Properties
HOMO, eV: -7.4
Frontier orbital gap, Ha: 0.277
SMILES: C[C@H](N)C/C(N)=C/N.O.O.O.O.O.O.O
DFT total energy, Eh: -897.53860

The geometry in ORCA input format:
```
! RIJCOSX wB97M-V def2-TZVPD def2/J DEFGRID3
* xyz 0 1
C -4.1059 0.1029 -1.7719
C -2.6016 -0.1413 -1.3881
C -1.9515 1.2660 -1.5480
C -0.4262 1.0001 -1.3557
C 0.0683 1.3544 -0.1608
N 1.3902 1.0879 0.2121
N 0.3396 0.6473 -2.5579
N -2.4553 -0.6579 -0.0552
H -4.5725 -0.8201 -1.9041
H -4.1243 0.7475 -2.7304
H -4.7294 0.5865 -1.1258
H -2.3357 -0.8434 -2.2307
H -2.3216 1.9184 -0.8860
H -1.9590 1.7037 -2.5846
H -0.3776 2.0517 0.4946
H 1.9620 0.7818 -0.5166
H 1.3119 0.6618 1.1122
H 1.2323 0.5643 -2.5675
H -0.0112 0.0644 -3.2289
H -3.3684 -0.3243 0.5802
H -1.5997 -0.5542 0.2853
H -2.8463 -3.4356 1.5593
H -3.1642 -2.9566 0.2214
O -3.4458 -3.6016 0.8477
H 3.5460 1.0547 -2.6841
H 3.4295 -0.2805 -3.4243
O 3.0558 0.2142 -2.6180
H 3.3107 2.6182 2.5066
H 2.0137 2.2723 1.7642
O 2.3629 2.5211 2.6209
H 0.1098 -1.1643 2.9401
H -0.2939 0.1838 2.9865
O -0.2966 -0.4963 2.3267
H 1.7825 0.5938 4.9628
H 1.9178 0.8378 3.4415
O 1.3892 0.3897 4.1342
H 2.7522 -1.9622 1.0683
H 3.5752 -1.9318 2.3093
O 3.2723 -1.3640 1.5906
H 1.9499 -1.3871 -1.0572
H 3.4460 -1.3353 -0.6267
O 2.7688 -1.9676 -0.9419
*
```

Mulliken atomic charge list, values in e, 2 entries: C -1.677; C 0.456

***

5.
The following is a quantum chemistry calculation of a structure of composition C4H11N2O, from OMol25.

## Properties
HOMO, eV: -12.3
Frontier orbital gap, Ha: 0.140
DFT total energy, Eh: -343.13808

The geometry in ORCA input format:
```
! RIJCOSX wB97M-V def2-TZVPD def2/J DEFGRID3
* xyz 1 1
C 2.2700 -2.6685 0.7992
C 0.8612 -2.3194 0.7376
C -2.7596 2.2087 -1.6814
C -1.5124 1.8489 -1.3417
N 0.4305 2.5004 0.1144
O -1.3062 0.5525 -1.1546
N 0.1699 -1.4832 1.4223
H 1.5299 -3.9610 1.5045
H 2.8684 -2.2822 1.6264
H 2.7621 -3.3305 0.0955
H 0.3693 -2.7756 -0.1356
H -3.3354 3.0293 -1.2764
H -3.3443 1.6408 -2.3898
H 0.3434 2.6501 1.1146
H 1.0943 2.9680 -0.4896
H -0.4497 0.4094 -0.6905
H 0.7406 -1.2302 2.2377
H -0.7320 2.2426 -0.4924
*
```

Mulliken atomic charge list, values in e, 2 entries: C -0.860; C 0.035

***

Which value of DFT total energy does entry 1 give?
-394.90430 Eh